# 1
Molecular formula: C18H19ClN2S
Method: DFT, ωB97M-V with the def2-TZVPD basis set

## Properties
- orbital gap (eV) = 7.81
- SMILES = CN(C)C[C@@H]1Cc2c(Cl)ccc3c2N(C1)c1ccccc1S3
- LUMO level (Eh) = 0.02660
- 2S+1 = 1

Cartesian coordinates (Å):
H (-0.395, 1.037, -1.436)
N (0.025, -2.221, -2.500)
H (-4.794, 1.416, 1.586)
S (0.405, 1.465, 3.833)
H (1.535, -3.627, -2.944)
C (1.026, 0.837, 1.232)
C (-2.729, 0.836, 1.258)
H (0.213, -0.328, -3.481)
C (-3.804, 1.411, 1.978)
H (2.115, -1.990, -3.036)
H (-2.977, 0.292, 0.330)
C (-1.175, 1.422, 3.037)
C (-1.054, -3.224, -2.715)
C (1.557, 0.206, -1.129)
C (2.774, 1.821, 2.639)
H (-1.474, -0.984, -0.089)
C (-2.247, 1.958, 3.787)
H (-4.384, 2.342, 3.851)
N (-0.257, 0.311, 1.040)
H (-1.918, -2.941, -2.089)
H (0.103, -1.606, 0.133)
C (-0.454, -0.653, -0.061)
H (4.669, 2.200, 1.647)
Cl (4.355, 1.408, -1.071)
C (3.668, 1.803, 1.552)
H (-0.725, -4.263, -2.428)
H (-1.421, -0.671, -2.784)
C (0.043, 0.025, -1.358)
C (-3.553, 1.992, 3.247)
C (-1.377, 0.856, 1.739)
H (3.056, 2.128, 3.645)
H (2.104, -0.728, -1.295)
H (-2.111, 2.325, 4.798)
C (1.459, 1.363, 2.474)
C (-0.340, -0.779, -2.622)
H (-1.363, -3.234, -3.751)
C (1.266, -2.623, -3.242)
C (1.944, 0.812, 0.157)
H (1.084, -2.621, -4.315)
H (1.908, 0.901, -1.914)
C (3.244, 1.327, 0.296)

Forces on the atoms, in the same order (eV/Å):
H -0.1 -0.4 0.1
N 0.7 -0.5 -0.1
H -0.5 -0.2 -0.3
S -0.7 -0.4 0.6
H 0.0 -0.3 0.1
C 1.1 0.3 0.2
C 0.3 -0.1 0.1
H -0.5 -0.2 0.3
C 2.2 0.3 1.2
H 0.1 0.4 0.2
H 0.3 0.6 0.5
C -0.9 0.3 -0.2
C 0.6 0.6 0.8
C -0.4 0.4 -2.2
C -0.3 -0.5 -1.0
H -0.6 0.2 0.0
C -0.7 -0.4 -1.4
H 0.2 0.1 -0.1
N -1.2 -0.4 0.6
H 0.3 -0.2 -0.3
H -0.1 0.9 -0.1
C 0.8 0.3 0.1
H 0.0 -0.1 0.1
Cl -0.4 -0.1 0.6
C -0.5 0.0 -0.3
H -0.2 1.1 -0.2
H 0.2 -0.1 -0.1
C 0.1 -0.7 0.7
C 0.6 -1.0 -0.6
C -0.6 0.2 0.8
H 0.2 0.2 -0.4
H -0.2 0.0 0.1
H 0.3 0.0 -0.2
C 0.7 0.1 -1.3
C 0.9 -0.6 0.0
H -0.3 -0.2 -0.5
C -1.5 0.3 0.5
C 0.1 0.1 0.5
H 0.0 0.0 -0.4
H 0.0 -0.4 0.1
C -0.3 0.3 1.6

Atom charges from the natural (NBO) analysis, given in e for atoms 1 to 4: atom 1 (H): 0.2089, atom 2 (N): -0.4714, atom 3 (H): 0.2160, atom 4 (S): 0.3358

---

# 2
Molecular formula: C47H128N8O13
Method: DFT, ωB97M-V with the def2-TZVPD basis set

## Properties
- orbital gap (eV) = 9.27
- energy relative to the best compared isomer or geometry (same formula, charge and spin) (kJ/mol) = 249.8
- LUMO level (Eh) = 0.02190
- 2S+1 = 1

Cartesian coordinates (Å):
C (0.551, -6.928, -1.299)
C (6.002, -4.852, -0.443)
H (1.365, -2.538, 4.177)
H (-0.428, 6.232, 1.991)
H (-4.332, 5.270, -0.658)
H (0.152, 7.069, 4.836)
C (-0.177, 4.654, 3.403)
C (3.894, -2.965, 4.405)
C (-0.172, -5.838, -2.080)
H (-1.901, -3.525, 0.987)
C (-5.053, 4.216, 1.770)
H (4.781, -3.309, 4.029)
H (-0.302, -5.147, 3.947)
H (0.110, -0.697, 1.608)
H (0.318, 5.860, -0.774)
C (4.982, 0.301, -3.438)
H (-4.075, 1.903, 4.894)
H (-0.435, -2.735, 1.483)
C (-6.977, -0.554, 3.679)
H (-1.460, 7.092, 3.915)
H (4.624, -0.860, -5.874)
H (1.592, -8.699, -1.533)
H (4.745, 4.473, 3.435)
H (-1.329, -2.632, -6.095)
O (3.116, 4.134, 1.431)
H (-2.675, -5.247, 4.214)
H (-4.769, -2.192, -0.446)
H (-6.865, -1.516, 3.195)
H (-3.974, -0.464, 5.790)
O (0.564, -0.956, -0.433)
H (3.461, -5.475, 0.270)
H (-5.328, -0.435, -0.256)
C (0.664, -0.079, 5.136)
H (-5.564, 5.174, 1.531)
H (5.743, 2.958, 3.152)
H (-1.101, -6.345, -2.501)
H (-2.020, -4.145, -2.307)
H (3.199, -3.814, 4.788)
C (4.449, 3.584, 1.550)
H (-1.189, -7.755, -0.418)
H (-2.251, -0.205, 5.721)
H (2.951, 1.517, -2.525)
C (-1.426, -3.727, 3.141)
O (-4.157, 2.243, 0.887)
H (6.268, 3.754, 0.389)
C (-3.412, 0.278, 3.909)
H (-3.731, 2.223, 3.311)
H (-1.935, -2.021, 1.959)
H (-1.994, 5.088, -4.317)
H (4.809, 4.567, -0.319)
C (-1.148, 1.428, -4.193)
N (-0.273, -7.407, -0.116)
H (-3.687, 1.792, 0.143)
C (-1.006, 5.577, -4.353)
H (1.562, -4.304, -0.663)
H (-5.609, 3.715, 2.548)
C (-4.003, -0.572, -1.783)
H (3.541, -2.336, -0.108)
N (2.689, -2.840, 0.176)
C (2.007, -1.829, 3.805)
C (4.818, 3.459, 3.018)
H (-0.339, 1.823, -4.776)
H (2.546, -0.986, 5.661)
H (3.784, 1.747, -4.509)
C (0.829, 4.950, -1.230)
H (-1.797, 0.953, -4.945)
C (-4.692, -0.249, 3.280)
H (5.685, 5.353, 0.955)
C (-5.046, -0.890, -2.723)
O (-5.747, -0.184, 4.233)
H (-4.671, -0.380, -3.628)
H (-1.217, 0.107, -2.432)
C (0.078, 6.062, 2.881)
H (-6.083, -0.562, -2.451)
H (-0.353, 5.037, -5.032)
C (3.671, -4.901, -0.666)
N (-3.429, 1.691, 4.160)
H (4.191, 2.788, 3.595)
C (2.056, -0.576, 4.763)
H (0.045, -8.768, -2.294)
H (3.721, 2.093, -1.064)
C (2.682, -3.270, -2.226)
H (2.909, 4.665, 2.183)
O (3.274, -2.255, 3.402)
O (1.518, 6.229, 2.660)
O (-1.446, -1.708, -4.235)
O (4.832, -4.140, -0.585)
H (1.297, -1.573, -0.314)
C (5.372, 4.369, 0.616)
H (4.225, -2.337, 5.260)
C (-4.861, 3.455, 0.547)
H (0.610, -1.406, -3.566)
O (4.963, 1.050, -2.246)
H (0.407, -5.384, -2.887)
H (2.271, 5.964, -2.519)
H (1.679, 3.642, 0.089)
C (0.016, 4.607, -2.528)
H (-4.979, 0.376, 2.368)
N (-3.896, 0.966, -1.741)
H (2.602, 0.853, 3.334)
C (-0.313, 7.132, 3.893)
H (-3.001, 4.172, 0.124)
H (-2.626, 0.029, 3.172)
H (1.411, -7.851, -3.065)
C (-0.247, -0.903, -4.076)
H (0.133, 0.284, 4.228)
H (-7.649, -0.716, 4.494)
H (6.473, 1.383, -5.411)
H (-0.876, 1.292, -0.584)
H (-4.802, 1.405, -1.755)
H (-3.499, 1.265, -2.641)
H (-1.745, -0.103, -0.003)
H (-4.454, -1.274, 2.942)
H (-3.007, -0.966, -2.071)
C (-6.254, -2.710, -3.706)
C (0.318, -0.117, 0.673)
H (-0.478, -6.634, 0.537)
N (2.924, 0.513, 4.235)
H (-2.375, -3.336, -4.789)
C (-4.451, -1.075, -0.436)
H (-7.329, 0.187, 2.995)
H (1.109, 1.526, 1.694)
H (-6.306, -2.270, -4.689)
H (3.813, 0.031, 4.099)
H (0.093, -0.936, 5.616)
H (-0.524, -3.233, -2.325)
C (4.254, 0.143, -5.870)
C (-0.975, 0.632, 0.256)
H (1.511, -6.531, -0.797)
H (3.323, 0.401, -1.253)
H (0.662, 3.982, -3.126)
H (-1.284, -3.029, 4.006)
H (3.186, 0.010, -5.806)
H (6.052, 2.402, -4.307)
H (-1.215, 6.522, -4.812)
H (2.389, 0.298, 1.310)
H (0.058, -0.605, -5.133)
O (-0.523, -4.882, -1.108)
H (2.432, -2.192, -2.275)
H (3.721, -3.303, -2.574)
H (1.027, 0.340, -2.140)
H (-7.102, -2.537, -2.995)
O (-5.074, -2.286, -2.957)
H (0.328, 3.958, 2.690)
C (2.241, 5.324, -1.619)
H (-3.439, -3.719, 3.632)
C (-0.595, 0.340, -3.292)
H (0.807, 0.675, 5.876)
C (2.578, -3.896, -0.815)
H (-3.013, -5.045, 2.539)
H (-0.005, 3.625, 0.188)
H (4.354, 2.595, 1.176)
O (-0.274, -4.642, 3.111)
H (-3.823, -0.964, 0.457)
C (-1.417, -2.976, 1.819)
H (-1.601, 2.317, -3.780)
H (-0.555, -3.552, -4.653)
H (-1.379, -3.056, -0.909)
N (5.723, 1.962, -5.142)
H (6.138, -5.615, -1.226)
C (4.639, 1.124, -4.718)
H (5.995, -5.384, 0.472)
N (0.813, 3.715, -0.421)
H (2.832, 5.714, -0.783)
N (0.698, 0.897, -2.896)
H (0.375, 4.505, 4.342)
H (-1.398, 1.224, 1.046)
C (-1.168, -3.793, -1.734)
H (-5.809, 3.174, 0.036)
H (-6.128, -3.763, -3.766)
C (0.900, -8.145, -2.162)
H (6.782, -4.119, -0.585)
H (-4.149, 4.517, 2.254)
H (2.880, 4.454, -1.878)
H (-3.929, 3.616, -1.307)
H (-0.195, 8.110, 3.523)
H (1.769, 7.119, 2.877)
H (-2.917, -1.568, 4.843)
H (1.964, -3.713, -2.832)
H (1.484, -1.448, 2.932)
H (-0.894, 4.047, -2.194)
H (0.607, 1.805, -2.473)
H (4.498, 0.645, -6.794)
O (-0.493, 5.795, -3.099)
C (-1.377, -2.872, -5.022)
H (-1.242, 4.387, 3.539)
H (3.696, -5.604, -1.501)
C (-3.113, -0.510, 5.166)
H (2.801, -3.173, 1.134)
H (1.649, 1.390, 0.069)
H (4.242, -0.495, -3.374)
C (3.662, 1.264, -1.762)
H (5.977, -0.107, -3.618)
C (1.495, 0.804, 0.951)
C (-3.961, 4.253, -0.382)
C (-2.728, -4.482, 3.416)

Forces on the atoms, in the same order (eV/Å):
C 0.4 -0.2 1.5
C 0.4 -0.3 -1.4
H -1.1 -2.4 1.3
H -0.9 0.3 -1.9
H 0.5 -0.8 0.5
H 0.3 -0.5 1.2
C 1.0 -0.6 -0.5
C -1.8 -0.6 2.4
C -0.8 -1.2 1.0
H 0.1 0.1 0.7
C -1.5 1.6 1.3
H 2.1 -1.5 -1.1
H 0.1 0.3 -0.7
H 0.0 0.2 -0.7
H 0.5 -1.1 -0.2
C -0.8 0.5 -0.9
H -0.4 0.1 0.4
H 0.9 0.0 0.0
C 0.7 -0.7 0.4
H 1.4 -0.2 0.8
H 1.0 -0.5 0.3
H 0.2 -0.4 -0.2
H 0.5 -0.3 0.4
H 0.3 -0.2 0.2
O 0.7 -0.9 -0.8
H 0.2 0.7 0.0
H 0.4 1.9 -0.3
H -0.1 -0.3 -0.5
H -0.7 -0.2 0.7
O -0.5 -0.2 -0.7
H 0.5 0.1 -0.3
H -0.2 -0.5 0.5
C -0.1 -1.7 -0.5
H 0.0 -0.6 0.2
H 1.5 0.3 0.0
H 0.8 0.7 0.1
H -0.4 0.3 0.0
H 1.3 1.2 -0.5
C -0.9 0.7 0.3
H 0.4 0.1 -0.1
H 0.5 0.5 0.1
H -0.3 0.1 -0.5
C 1.0 -0.8 0.7
O 0.1 -0.3 0.3
H -0.4 0.5 0.0
C 0.3 -0.3 -0.6
H 0.4 -0.8 0.9
H -0.1 -0.1 -0.2
H 0.2 -0.4 0.1
H 0.4 -0.4 0.4
C -1.1 -0.9 -1.3
N 0.3 0.5 -0.5
H -0.7 0.7 0.1
C -1.3 0.0 -0.9
H 0.7 -0.3 -0.3
H -0.5 -0.3 0.1
C 1.5 1.8 2.3
H -0.3 -0.1 0.8
N 0.5 1.1 -0.3
C 0.2 4.3 -1.0
C -0.6 0.7 -0.3
H 0.8 0.1 -0.3
H -0.1 0.6 0.1
H -0.4 0.3 0.1
C -1.2 0.0 -0.7
H -0.4 0.4 0.3
C -0.3 0.7 -0.8
H 0.0 0.0 0.5
C -0.9 -1.0 -2.9
O 0.8 -0.1 -0.1
H -0.9 -0.1 -0.4
H -0.3 -0.2 0.0
C 1.9 0.5 2.7
H 0.8 0.2 0.1
H 0.3 -0.3 0.0
C -0.5 -0.7 1.0
N 0.3 1.3 -1.2
H -0.9 0.1 -0.2
C 0.5 -0.9 -0.4
H -0.7 -0.4 -0.6
H 0.0 0.1 0.2
C 0.9 1.6 1.4
H -0.4 0.8 0.8
O -0.6 0.2 -0.5
O -0.6 -1.3 -0.3
O 0.9 0.9 0.9
O -0.3 0.4 -0.3
H 0.6 -0.4 0.7
C 0.1 -0.6 -0.5
H -0.6 -0.1 -0.1
C 0.8 -1.3 -1.5
H -0.8 -0.2 -0.4
O 0.8 0.2 -0.4
H 0.1 -0.1 -0.1
H -0.1 0.1 0.7
H -0.1 0.1 0.6
C -1.2 0.5 2.6
H 0.5 -0.7 1.0
N 1.1 -1.2 -0.5
H -0.1 -0.2 0.0
C -3.4 -0.9 -1.4
H 0.3 0.7 -0.3
H -0.1 0.4 0.1
H -0.1 -0.1 -0.5
C -0.6 -0.6 -1.8
H 0.1 -0.1 0.7
H -0.6 0.2 0.5
H 1.1 -0.9 -0.7
H 0.5 0.2 -0.5
H -0.7 -0.2 0.2
H 0.2 -0.2 0.5
H 0.2 0.0 0.0
H -0.6 -0.1 0.1
H -0.7 0.2 -0.1
C 0.9 0.5 2.6
C -0.6 0.1 0.0
H 0.3 -0.4 -0.7
N -0.1 -1.1 0.8
H 1.0 0.0 -0.5
C -1.0 -1.3 1.2
H -0.5 0.5 -0.6
H 0.5 -0.2 0.1
H -0.3 0.4 -0.2
H 0.0 0.6 -0.4
H 0.4 1.0 -0.7
H 1.4 0.8 -1.6
C -0.7 1.4 0.7
C 0.1 -0.9 0.7
H -1.4 -0.4 -1.0
H -0.5 -1.1 0.6
H 0.1 0.0 -0.9
H 0.1 -0.2 -0.7
H -0.5 0.0 -0.2
H 0.3 0.8 0.5
H 0.0 0.8 -0.2
H 0.0 -0.1 -0.1
H 0.1 -0.2 1.2
O -0.2 0.3 -0.7
H 0.0 -0.4 0.5
H -0.4 -0.4 -0.3
H 0.6 -0.7 0.8
H 0.1 0.2 -1.2
O -0.7 -0.2 -0.8
H -0.7 0.2 0.4
C 1.2 -0.3 -0.2
H -1.0 0.3 0.3
C 1.0 1.5 -0.3
H -0.3 0.8 0.4
C -1.5 0.8 -0.5
H -0.3 0.0 -0.5
H 0.6 0.2 -0.2
H 0.0 -1.0 -0.7
O -0.8 0.2 0.6
H 0.3 0.2 -0.5
C -1.2 0.0 0.1
H -0.4 -0.1 0.7
H -0.7 0.5 -0.7
H -0.5 -0.8 -0.9
N -0.5 1.0 0.2
H -0.1 0.1 -0.1
C 0.0 -2.1 0.0
H 0.5 -0.4 1.3
N -0.3 0.5 -0.6
H -0.4 0.6 -0.1
N 0.3 -0.3 0.1
H -0.3 0.1 -0.1
H -0.1 0.4 0.7
C -0.8 0.4 2.6
H 0.3 0.3 0.4
H 0.0 -1.0 -0.4
C 0.9 0.9 1.6
H 0.5 -0.1 0.5
H 1.1 0.0 0.0
H -0.8 -0.1 -0.2
H 0.4 0.9 0.5
H 0.7 1.3 -0.7
H 0.0 0.5 0.1
H -0.4 0.7 0.5
H -0.8 -1.1 -1.6
H 0.1 -0.1 -0.6
H 0.7 -0.2 -0.3
H -0.3 0.6 0.0
H 0.0 -0.1 -0.4
O 1.5 -0.1 0.3
C -0.6 -0.4 1.0
H 0.6 0.2 -0.2
H 0.1 -0.1 -0.2
C 0.3 -1.4 -1.0
H 0.1 0.0 -0.2
H 0.5 0.3 -0.6
H 0.0 -0.5 0.1
C 0.6 0.9 0.0
H 0.1 -0.2 0.4
C -1.4 0.5 0.6
C -0.7 -1.0 -1.5
C 1.0 -0.5 -0.3

Atom charges from the Löwdin analysis, given in e for atoms 1 to 4: atom 1 (C): -0.4081, atom 2 (C): -0.1084, atom 3 (H): 0.0814, atom 4 (H): 0.1018

---

# 3
Molecular formula: C3H9S
Method: DFT, ωB97M-V with the def2-TZVPD basis set

## Properties
- orbital gap (eV) = 6.53
- energy relative to the best compared isomer or geometry (same formula, charge and spin) (kJ/mol) = 25.9
- net charge = -1
- LUMO level (Eh) = 0.14856
- 2S+1 = 1

Cartesian coordinates (Å):
H (-0.147, 2.578, 0.328)
S (0.452, -1.358, -1.936)
H (-0.007, 1.685, 2.505)
H (-1.194, 1.283, -0.282)
C (-0.505, 1.040, 1.790)
H (1.516, 0.170, 1.670)
H (-1.820, 2.475, 0.810)
H (0.413, -0.469, 0.380)
C (-0.931, 1.874, 0.594)
H (-0.223, -0.984, -3.036)
C (0.494, -0.069, 1.399)
H (-1.341, 0.550, 2.290)
H (0.280, -0.994, 1.949)

Forces on the atoms, in the same order (eV/Å):
H 0.2 0.0 -0.2
S 0.0 -0.1 -0.2
H -0.1 0.2 0.4
H 0.3 -0.2 0.0
C 0.5 -0.8 -0.6
H 0.3 0.2 -0.3
H 0.0 0.1 0.2
H 0.1 0.8 -0.1
C -0.6 0.4 0.0
H 0.0 0.0 0.0
C -0.3 -1.1 0.4
H -0.2 0.3 -0.1
H 0.0 0.2 0.4

Atom charges from the natural (NBO) analysis, given in e for atoms 1 to 4: atom 1 (H): 0.1935, atom 2 (S): -1.0622, atom 3 (H): 0.1768, atom 4 (H): 0.2371

---

# 4
Molecular formula: C10H9BrINNiO5S
Method: DFT, ωB97M-V with the def2-TZVPD basis set

## Properties
- orbital gap (spin up / spin down) (eV) = 5.76 / 6.75
- energy relative to the best compared isomer or geometry (same formula, charge and spin) (kJ/mol) = 0.0
- net charge = -2
- LUMO level (spin up / spin down) (Eh) = 0.16920 / 0.16901
- 2S+1 = 3

Cartesian coordinates (Å):
C (3.407, 2.654, -2.131)
O (-2.387, -1.955, 1.316)
C (1.336, 1.600, -1.677)
C (1.997, 0.602, -0.954)
H (3.884, -0.151, -0.257)
H (3.987, 3.453, -2.576)
H (-0.211, -3.415, 2.282)
C (3.369, 0.621, -0.813)
H (5.141, 1.734, -1.287)
O (-3.132, -1.998, 3.632)
O (-1.009, 2.016, -2.047)
H (1.502, 3.381, -2.858)
N (-0.271, 0.175, -0.838)
Ni (-1.963, -0.799, -0.192)
C (-0.128, 1.317, -1.574)
I (-2.765, 2.340, 1.454)
O (-3.020, -4.064, 2.346)
S (-2.479, -2.731, 2.558)
Br (-2.783, -1.502, -2.192)
C (4.065, 1.670, -1.399)
H (-0.801, -3.626, 3.959)
C (2.027, 2.626, -2.286)
C (-3.208, 0.833, -0.031)
H (-4.177, 0.427, 0.279)
H (-0.360, -2.001, 3.357)
O (1.115, -1.326, 0.228)
C (-0.762, -2.970, 3.098)
H (-3.310, 1.404, -0.955)
C (0.936, -0.315, -0.442)

Forces on the atoms, in the same order (eV/Å):
C 0.2 0.0 0.0
O 0.1 -0.2 0.2
C 0.8 -0.2 0.2
C 0.3 0.8 -0.5
H 0.0 -0.1 0.1
H 0.0 0.0 0.0
H 0.2 -0.1 -0.2
C -0.2 -0.2 0.1
H 0.0 0.0 0.0
O 0.2 0.0 -0.1
O 0.5 -0.2 0.0
H 0.0 0.0 0.0
N -0.3 -0.5 0.4
Ni 0.3 1.7 0.5
C -0.8 0.1 0.0
I 0.1 0.1 0.2
O 0.2 0.1 -0.1
S -0.1 -0.5 1.0
Br -0.5 -0.8 -1.5
C 0.2 0.2 -0.1
H 0.0 -0.1 0.1
C -0.2 -0.1 0.0
C -0.1 -0.7 -0.1
H 0.0 0.3 0.0
H 0.1 0.2 0.0
O 0.2 0.3 -0.1
C -0.9 0.1 -0.3
H 0.1 -0.1 0.2
C -0.5 -0.3 0.2

Atom charges from the natural (NBO) analysis, given in e for atoms 1 to 4: atom 1 (C): -0.2312, atom 2 (O): -1.1037, atom 3 (C): -0.0400, atom 4 (C): -0.1242

---

What did the third record say?
Molecular formula: C3H9S
Method: DFT, ωB97M-V with the def2-TZVPD basis set

## Properties
- orbital gap (eV) = 6.53
- energy relative to the best compared isomer or geometry (same formula, charge and spin) (kJ/mol) = 25.9
- net charge = -1
- LUMO level (Eh) = 0.14856
- 2S+1 = 1

Cartesian coordinates (Å):
H (-0.147, 2.578, 0.328)
S (0.452, -1.358, -1.936)
H (-0.007, 1.685, 2.505)
H (-1.194, 1.283, -0.282)
C (-0.505, 1.040, 1.790)
H (1.516, 0.170, 1.670)
H (-1.820, 2.475, 0.810)
H (0.413, -0.469, 0.380)
C (-0.931, 1.874, 0.594)
H (-0.223, -0.984, -3.036)
C (0.494, -0.069, 1.399)
H (-1.341, 0.550, 2.290)
H (0.280, -0.994, 1.949)

Forces on the atoms, in the same order (eV/Å):
H 0.2 0.0 -0.2
S 0.0 -0.1 -0.2
H -0.1 0.2 0.4
H 0.3 -0.2 0.0
C 0.5 -0.8 -0.6
H 0.3 0.2 -0.3
H 0.0 0.1 0.2
H 0.1 0.8 -0.1
C -0.6 0.4 0.0
H 0.0 0.0 0.0
C -0.3 -1.1 0.4
H -0.2 0.3 -0.1
H 0.0 0.2 0.4

Atom charges from the natural (NBO) analysis, given in e for atoms 1 to 4: atom 1 (H): 0.1935, atom 2 (S): -1.0622, atom 3 (H): 0.1768, atom 4 (H): 0.2371

---

Q: 2S+1 of number 2 (C47H128N8O13)?
A: 1

---

Q: What is the 2S+1 in the fourth record?
A: 3